Molecular formula: C34H31AsBrF4FeN2O9P3S
Method: DFT, ωB97M-V with the def2-TZVPD basis set

Calculated values
Energy relative to the best compared isomer or geometry (same formula, charge and spin)   87.8 kJ/mol
2S+1   6
Highest occupied orbital energy (spin up / spin down)   -11.20 / -11.38 eV
Net charge   +1
Strongest force on any atom   0.9 eV/Å
E   -9996.255306 Ha

Last column: Löwdin spin population.
Geometry (Å):
Fe1 0.521 -0.856 -0.857  4.203
O1 -2.085 -3.745 5.780  0.000
C1 -0.846 -3.674 5.262  0.000
O2 -0.026 -4.508 5.517  0.000
C2 -0.556 -2.536 4.331  0.001
C3 -1.508 -2.017 3.459  0.000
C4 -1.137 -1.102 2.491  0.003
C5 0.177 -0.667 2.412  0.002
C6 1.113 -1.127 3.331  0.003
C7 0.753 -2.075 4.269  0.000
N1 0.608 0.118 1.305  0.052
C8 1.314 1.141 1.567  0.003
C9 1.907 1.983 0.519  0.001
C10 2.948 2.846 0.809  0.000
C11 3.489 3.594 -0.227  0.000
C12 2.959 3.452 -1.495  0.001
C13 1.899 2.569 -1.685  0.002
N2 1.380 1.855 -0.700  0.019
H1 -2.588 -2.946 5.593  0.000
H2 -2.527 -2.388 3.471  0.000
H3 -1.851 -0.774 1.748  0.000
H4 2.143 -0.800 3.252  0.000
H5 1.486 -2.493 4.947  0.000
H6 1.514 1.414 2.605  0.002
H7 3.329 2.926 1.819  0.000
H8 4.311 4.273 -0.044  0.000
H9 3.352 4.013 -2.332  0.000
H10 1.446 2.432 -2.660  0.001
F1 -7.023 -0.948 -1.776  0.000
C14 -5.810 -0.475 -1.564  0.000
C15 -5.622 0.879 -1.335  0.000
F2 -6.662 1.695 -1.332  0.000
C16 -4.344 1.364 -1.121  0.002
F3 -4.208 2.674 -0.938  0.000
C17 -3.232 0.530 -1.108  0.010
P1 -1.517 1.175 -0.935  0.063
C18 -1.645 2.255 0.538  0.005
C19 -0.843 3.376 0.748  0.004
C20 -0.894 4.070 1.948  0.000
C21 -1.736 3.653 2.968  0.005
C22 -2.541 2.542 2.773  0.000
C23 -2.496 1.855 1.571  0.004
C24 -1.516 2.247 -2.413  0.008
C25 -1.615 3.635 -2.372  0.004
C26 -1.659 4.367 -3.551  0.000
C27 -1.630 3.721 -4.777  0.003
C28 -1.570 2.334 -4.825  0.000
C29 -1.508 1.602 -3.651  0.003
C30 -3.450 -0.822 -1.361  0.003
Br1 -2.010 -2.050 -1.442  0.045
C31 -4.719 -1.326 -1.583  0.002
F4 -4.914 -2.618 -1.822  0.001
H11 -0.167 3.720 -0.023  0.000
H12 -0.272 4.945 2.080  0.000
H13 -1.771 4.197 3.902  0.000
H14 -3.214 2.212 3.554  0.000
H15 -3.150 1.004 1.438  0.000
H16 -1.689 4.156 -1.429  0.000
H17 -1.735 5.445 -3.505  0.000
H18 -1.672 4.294 -5.693  0.000
H19 -1.574 1.821 -5.777  0.000
H20 -1.454 0.523 -3.698  0.000
O3 1.347 -1.314 -4.811  0.007
P2 1.507 -1.126 -3.262  0.010
O4 1.084 -2.336 -2.476  0.090
O5 0.730 0.051 -2.695  0.108
O6 3.073 -0.846 -3.070  0.003
P3 3.671 -0.934 -1.538  0.013
O7 4.542 0.394 -1.445  0.004
O8 4.459 -2.159 -1.361  0.006
O9 2.472 -0.677 -0.633  0.109
H21 1.788 -0.654 -5.369  0.000
H22 5.480 0.215 -1.617  0.000
C32 2.822 -4.781 -1.013  0.002
As1 2.212 -3.952 0.600  0.019
C33 1.801 -5.348 1.854  0.010
C34 3.581 -2.883 1.428  0.001
S1 0.326 -2.960 0.365  0.158
H23 3.700 -5.384 -0.784  0.000
H24 3.082 -3.996 -1.716  0.000
H25 2.016 -5.401 -1.399  0.000
H26 2.693 -5.949 2.026  0.001
H27 1.005 -5.968 1.447  0.001
H28 1.469 -4.896 2.788  0.000
H29 3.615 -3.133 2.487  0.000
H30 3.329 -1.836 1.284  0.000
H31 4.527 -3.089 0.933  0.000

=====

Molecular formula: C7H10INO2
Method: DFT, ωB97M-V with the def2-TZVPD basis set

Calculated values
Energy relative to the best compared isomer or geometry (same formula, charge and spin)   28.4 kJ/mol
SMILES string   COc1cccc(OC)n1.I
Highest occupied orbital energy   -8.33 eV
Strongest force on any atom   3.1 eV/Å
E   -775.608073 Ha

Last column: Löwdin charge in e.
Geometry (Å):
C1 1.913 1.329 1.431  -0.039
O1 1.471 2.141 0.307  -0.034
C2 0.592 1.416 -0.392  -0.370
C3 0.064 2.056 -1.531  0.009
C4 -0.808 1.351 -2.310  -0.056
C5 -1.146 0.065 -1.923  -0.015
C6 -0.576 -0.416 -0.772  -0.331
O2 -1.006 -1.614 -0.346  -0.040
C7 -0.287 -2.048 0.798  -0.062
N1 0.339 0.211 -0.014  0.136
H1 1.111 1.412 2.123  0.088
H2 2.797 1.814 1.788  0.081
H3 2.207 0.331 1.054  0.097
H4 0.280 3.007 -1.833  0.085
H5 -1.290 1.832 -3.111  0.100
H6 -1.990 -0.431 -2.275  0.094
H7 -0.759 -1.798 1.716  0.081
H8 0.641 -1.426 0.743  0.076
H9 -0.051 -3.101 0.718  0.090
I1 -5.395 0.161 0.044  0.337
H10 -4.172 0.828 -0.865  -0.327

=====

Molecular formula: C24H44Br8N4
Method: DFT, ωB97M-V with the def2-TZVPD basis set

Calculated values
Energy relative to the best compared isomer or geometry (same formula, charge and spin)   3744.7 kJ/mol
Highest occupied orbital energy   -7.21 eV
Strongest force on any atom   17.0 eV/Å
E   -21750.438032 Ha

Last column: Löwdin charge in e.
Geometry (Å):
C1 0.079 0.816 2.499  -0.145
C2 1.384 0.382 1.901  -0.325
C3 2.213 -0.487 2.865  -0.281
C4 2.688 0.223 4.077  -0.206
N1 3.155 0.794 4.985  0.125
H1 0.216 1.744 3.054  0.121
H2 -0.323 0.057 3.171  0.048
H3 -0.525 1.118 1.643  0.060
H4 1.857 1.298 1.548  0.134
H5 1.229 -0.256 1.030  -0.169
H6 3.147 -0.875 2.459  0.106
H7 1.591 -1.316 3.203  -0.129
C5 -2.701 0.464 1.488  -0.126
C6 -2.518 0.247 3.077  -0.230
C7 -3.118 1.218 3.978  -0.156
C8 -3.057 2.569 3.265  -0.135
N2 -3.020 3.580 2.657  0.164
H8 -3.680 0.760 1.111  0.112
H9 -2.561 -0.481 0.963  0.053
H10 -2.036 1.240 1.109  0.054
H11 -1.442 0.183 3.243  0.013
H12 -2.915 -0.706 3.426  0.127
H13 -2.423 1.188 4.817  0.129
H14 -4.159 0.960 4.172  0.126
C9 -2.276 3.739 -2.197  -0.082
C10 -2.602 2.599 -1.125  -0.377
C11 -3.297 3.179 0.058  -0.267
C12 -4.496 3.980 -0.344  -0.181
N3 -5.505 4.538 -0.665  0.121
H15 -2.250 4.759 -1.813  0.087
H16 -3.055 3.871 -2.948  0.081
H17 -1.418 3.531 -2.837  0.013
H18 -1.728 1.998 -0.877  -0.101
H19 -3.258 1.799 -1.468  0.113
H20 -2.468 3.706 0.531  0.102
H21 -3.655 2.415 0.748  0.048
C13 4.065 -2.965 -1.244  -0.141
C14 4.633 -1.554 -1.433  -0.202
C15 3.499 -0.504 -1.754  -0.205
C16 2.505 -0.302 -0.703  -0.219
N4 1.747 -0.083 0.146  -0.176
H22 3.364 -2.941 -0.410  -0.011
H23 4.821 -3.672 -0.903  0.089
H24 3.477 -3.255 -2.115  0.023
H25 5.368 -1.455 -2.231  0.106
H26 5.226 -1.164 -0.606  0.108
H27 3.112 -0.717 -2.750  0.111
H28 3.948 0.487 -1.827  0.065
Br1 2.049 3.536 -4.367  0.565
C17 0.732 2.119 -3.769  -0.748
C18 1.566 1.157 -2.966  -0.616
Br2 2.321 1.981 -1.195  0.986
H29 0.280 1.558 -4.587  0.094
H30 -0.063 2.587 -3.188  -0.127
H31 2.480 0.706 -3.351  0.044
H32 0.967 0.282 -2.716  0.011
Br3 1.714 -3.124 3.246  0.880
C19 1.751 -2.809 1.300  -0.712
C20 1.422 -4.125 0.595  -0.554
Br4 1.145 -4.031 -1.364  1.028
H33 2.685 -2.305 1.051  0.052
H34 0.967 -2.087 1.075  -0.304
H35 0.537 -4.643 0.966  -0.004
H36 2.256 -4.805 0.766  0.066
Br5 -1.516 -3.584 0.176  0.741
C21 -0.924 -2.743 -1.471  -0.776
C22 -1.967 -2.874 -2.591  -0.568
Br6 -1.413 -2.634 -4.550  0.517
H37 0.025 -3.181 -1.779  -0.335
H38 -0.846 -1.696 -1.180  -0.015
H39 -2.645 -2.028 -2.475  0.040
H40 -2.547 -3.796 -2.611  0.044
Br7 -0.524 1.497 -1.997  1.129
C23 0.098 0.216 -0.682  -0.521
C24 -1.027 -0.178 0.233  -0.530
Br8 -0.342 -1.634 1.321  1.086
H41 0.914 0.616 -0.079  -0.108
H42 0.276 -0.672 -1.288  0.070
H43 -1.806 -0.624 -0.385  0.079
H44 -1.405 0.609 0.886  -0.082

=====

Molecular formula: C3H8NO3P
Method: DFT, ωB97M-V with the def2-TZVPD basis set

Calculated values
Energy relative to the best compared isomer or geometry (same formula, charge and spin)   0.0 kJ/mol
SMILES string   [H]/N=C(/CC)P(=O)(O)O
Highest occupied orbital energy   -10.30 eV
Strongest force on any atom   4.4 eV/Å
E   -740.992525 Ha

Last column: Löwdin charge in e.
Geometry (Å):
H1 1.734 -0.628 -1.483  0.077
N1 1.528 -0.368 -0.480  0.124
C1 0.333 0.039 -0.200  -0.370
C2 0.063 0.340 1.244  -0.219
C3 1.213 0.128 2.312  -0.096
P1 -0.944 -0.036 -1.604  0.583
O1 -0.337 -0.305 -2.987  -0.345
O2 -1.984 -1.228 -1.200  -0.162
O3 -1.696 1.402 -1.826  -0.113
H2 -0.254 1.357 1.321  0.097
H3 -0.772 -0.293 1.524  0.103
H4 0.924 0.251 3.338  0.051
H5 1.628 -0.869 2.314  0.058
H6 2.042 0.876 2.229  0.083
H7 -1.796 -2.035 -1.757  0.113
H8 -1.683 1.368 -2.745  0.018